6
Properties=species:S:1:pos:R:3:forces:R:3 method="wB97M-V/def2-TZVPD" relative_energy_ev=0.525 max_force_ev_per_a=2.10 e_tot_ev=-26724.4820 orbital_gap_ha="0.28694 / 0.22016" lumo_energy_ha="-0.067 / -0.102" molar_mass_g_mol=191.88 homo_ha="-0.3536 / -0.3225" charge=0 multiplicity=1
P 0.956 0.868 0.230 0.969 0.153 0.794
P -0.347 -0.819 0.311 -1.485 -0.698 -1.310
I -3.754 0.357 0.010 0.838 -0.230 0.078
H 1.836 0.413 1.317 -0.830 0.414 -0.523
H 1.724 0.155 -0.682 0.467 0.086 -0.587
H -0.414 -0.974 -1.187 0.041 0.276 1.549

8
Properties=species:S:1:pos:R:3:forces:R:3 method="wB97M-V/def2-TZVPD" relative_energy_ev=0.554 max_force_ev_per_a=2.31 e_tot_ev=-48397.7152 orbital_gap_ha=0.30873 lumo_energy_ha=-0.017 molar_mass_g_mol=256.01 homo_ha=-0.3258 charge=0 multiplicity=1 smiles="S=[P@H](I)PS"
S -1.782 -0.908 -1.810 1.160 0.590 0.758
P -0.103 -0.174 -1.050 -2.252 0.494 -0.005
I 1.691 -0.483 -2.564 0.717 0.124 -0.193
P 0.625 -0.931 0.896 -0.416 0.779 0.171
S -1.068 -0.120 2.016 -0.345 -1.837 -0.586
H -0.119 1.261 -0.684 0.044 -1.158 -0.706
H 1.251 0.353 0.930 0.393 -0.504 0.235
H -0.495 1.001 2.264 0.699 1.511 0.326

7
Properties=species:S:1:pos:R:3:forces:R:3 method="wB97M-V/def2-TZVPD" relative_energy_ev=4.264 max_force_ev_per_a=2.22 e_tot_ev=-14360.3045 orbital_gap_ha="0.22657 / 0.22646" lumo_energy_ha="-0.019 / -0.019" molar_mass_g_mol=78.01 homo_ha="-0.2452 / -0.2451" charge=0 multiplicity=1
N -0.006 -0.405 0.029 -1.224 1.072 0.623
N 1.020 0.324 -0.050 -0.807 0.593 -1.812
O -2.905 -0.649 0.215 0.571 -0.227 0.175
P -2.139 0.787 0.185 2.192 -0.322 -0.171
H 0.815 1.331 -0.093 0.634 -0.023 0.638
H 1.829 0.077 -0.675 -0.668 -0.287 0.934
H -2.209 -1.152 -0.237 -0.698 -0.807 -0.387

7
Properties=species:S:1:pos:R:3:forces:R:3 method="wB97M-V/def2-TZVPD" relative_energy_ev=1.697 max_force_ev_per_a=4.30 e_tot_ev=-15909.6238 orbital_gap_ha=0.22382 lumo_energy_ha=0.137 molar_mass_g_mol=79.10 homo_ha=-0.0872 charge=-1 multiplicity=1
N -1.358 0.223 0.382 -0.407 3.918 1.730
N -1.046 1.450 0.653 0.014 -2.012 -0.079
O -1.639 -0.294 -0.675 0.180 -0.860 -0.748
S 2.432 -0.440 -0.109 0.069 0.055 0.096
H -1.560 -0.214 1.297 0.314 -0.818 -0.474
H -0.852 1.948 -0.213 -0.066 -0.223 -0.432
H 1.167 -0.705 -0.454 -0.104 -0.060 -0.093

8
Properties=species:S:1:pos:R:3:forces:R:3 method="wB97M-V/def2-TZVPD" relative_energy_ev=3.806 max_force_ev_per_a=9.95 e_tot_ev=-8606.0624 orbital_gap_ha="0.30584 / 0.30566" lumo_energy_ha="0.010 / 0.010" molar_mass_g_mol=77.04 homo_ha="-0.2955 / -0.2953" charge=0 multiplicity=1
N -0.157 1.502 -0.524 -0.191 -0.441 0.637
N 1.357 -0.091 0.039 3.403 -5.487 2.665
N 0.287 0.541 -0.086 -3.655 2.496 -2.191
O -0.824 -0.860 0.349 8.800 -1.074 4.094
O -1.933 -0.662 -0.109 -8.588 2.659 -4.271
H 1.069 -1.038 0.572 1.645 2.664 -1.684
H 2.338 0.277 -0.049 -1.902 -0.047 0.251
H -2.138 0.331 -0.192 0.489 -0.770 0.499

8
Properties=species:S:1:pos:R:3:forces:R:3 method="wB97M-V/def2-TZVPD" relative_energy_ev=0.557 max_force_ev_per_a=0.78 e_tot_ev=-8609.3110 orbital_gap_ha=0.34826 lumo_energy_ha=-0.004 molar_mass_g_mol=77.04 homo_ha=-0.3521 charge=0 multiplicity=1
H 1.003 0.599 0.694 -0.046 0.106 0.122
N 1.410 1.380 1.242 -0.016 0.149 0.141
N 0.606 1.898 2.027 0.134 -0.319 -0.355
H -0.320 1.439 1.973 -0.066 0.039 0.074
O 0.788 -1.559 -1.381 0.004 0.186 0.270
N -0.253 -1.133 -1.057 0.726 -0.239 -0.159
O -1.226 -1.514 -1.952 -0.482 0.171 0.167
H -2.007 -1.109 -1.547 -0.255 -0.093 -0.259

9
Properties=species:S:1:pos:R:3:forces:R:3 method="wB97M-V/def2-TZVPD" relative_energy_ev=7.178 max_force_ev_per_a=4.78 e_tot_ev=-17898.9626 orbital_gap_ha="0.26716 / 0.26809" lumo_energy_ha="0.123 / 0.123" molar_mass_g_mol=108.02 homo_ha="-0.1438 / -0.1450" charge=-1 multiplicity=1
N -0.371 -0.973 -1.608 0.526 0.869 0.771
N 0.367 -0.026 -1.244 -0.248 -2.359 -3.762
N -1.071 0.654 0.816 1.296 2.976 -0.214
O 1.345 -1.608 1.401 -1.154 3.151 -1.559
O 1.389 1.799 0.161 0.233 1.327 0.299
P 0.583 0.586 0.257 0.192 -3.331 3.426
H -0.117 -1.243 -2.590 -0.052 0.554 0.546
H -1.052 -0.272 1.063 -0.821 -3.560 0.695
H -1.074 1.081 1.744 0.027 0.373 -0.202

10
Properties=species:S:1:pos:R:3:forces:R:3 method="wB97M-V/def2-TZVPD" relative_energy_ev=0.680 max_force_ev_per_a=2.05 e_tot_ev=-21492.6353 orbital_gap_ha="0.33311 / 0.33310" lumo_energy_ha="-0.026 / -0.026" molar_mass_g_mol=125.11 homo_ha="-0.3595 / -0.3595" charge=0 multiplicity=1 smiles="NN[N+]([O-])=S(=O)=O"
N -1.183 -0.567 0.374 -0.311 -1.126 0.736
N -0.749 0.683 0.042 -1.143 1.583 -0.631
N 0.452 1.110 0.170 -0.312 0.872 -0.451
O 0.695 2.292 -0.049 -0.374 -0.639 0.241
S 1.783 -0.504 -0.210 0.342 -1.398 -0.150
O 1.034 -0.934 -1.376 0.576 0.255 0.138
O 1.435 -1.250 0.989 0.611 0.046 -0.091
H -1.578 -1.051 -0.432 0.425 0.255 -0.010
H -0.411 -1.113 0.779 -0.417 0.219 -0.133
H -1.477 1.335 -0.288 0.603 -0.067 0.351

9
Properties=species:S:1:pos:R:3:forces:R:3 method="wB97M-V/def2-TZVPD" relative_energy_ev=0.923 max_force_ev_per_a=4.03 e_tot_ev=-10099.4912 orbital_gap_ha="0.26547 / 0.26554" lumo_energy_ha="0.166 / 0.166" molar_mass_g_mol=91.05 homo_ha="-0.0994 / -0.0995" charge=-1 multiplicity=1
N -3.161 -0.813 -0.294 -1.032 -2.437 0.410
N 0.104 -0.362 1.848 1.685 -1.040 -0.764
N -2.780 -1.897 -0.514 0.335 0.111 -0.276
N -2.974 0.439 -0.296 -0.641 3.640 -1.612
O -3.684 1.170 -1.143 0.936 -1.324 0.892
O -2.436 0.959 0.724 0.444 0.000 0.554
H -0.008 -1.393 1.627 0.174 1.778 0.197
H 1.056 -0.064 1.448 -2.207 -0.602 0.608
H -0.664 0.138 1.380 0.305 -0.126 -0.010

8
Properties=species:S:1:pos:R:3:forces:R:3 method="wB97M-V/def2-TZVPD" relative_energy_ev=5.466 max_force_ev_per_a=2.09 e_tot_ev=-18510.7452 orbital_gap_ha="0.29802 / 0.29782" lumo_energy_ha="-0.017 / -0.017" molar_mass_g_mol=97.09 homo_ha="-0.3146 / -0.3144" charge=0 multiplicity=1
N 0.626 0.326 0.016 -0.626 0.009 -0.595
O -1.926 -0.703 -0.554 0.378 0.380 -0.433
O -2.639 -0.616 0.621 0.003 -0.167 0.322
O -1.433 1.639 0.528 -1.186 0.791 1.084
S -0.805 1.024 -0.581 1.642 -1.207 -0.476
H 0.669 0.303 1.030 -0.218 0.055 0.007
H 1.455 0.742 -0.385 0.072 -0.026 -0.130
H -1.258 -1.410 -0.453 -0.065 0.163 0.220

9
Properties=species:S:1:pos:R:3:forces:R:3 method="wB97M-V/def2-TZVPD" relative_energy_ev=0.847 max_force_ev_per_a=3.53 e_tot_ev=-19018.9665 orbital_gap_ha=0.34047 lumo_energy_ha=0.160 molar_mass_g_mol=112.00 homo_ha=-0.1804 charge=-1 multiplicity=1 smiles="N[P@](=O)([O-])OO"
N 0.639 -1.015 -0.884 -2.126 2.761 0.540
P -0.410 -0.227 0.337 0.502 1.404 -2.369
O 0.538 0.039 1.476 -0.582 0.546 -0.394
O -1.753 -0.807 0.522 0.031 -0.392 -0.294
O -0.674 1.336 -0.530 0.256 -1.425 1.030
O 0.287 2.295 0.098 -0.598 -3.107 1.287
H -0.002 -1.416 -1.538 -0.288 -0.530 -0.623
H 0.962 -1.706 -0.294 1.351 -2.356 1.106
H 0.413 1.501 0.813 1.454 3.099 -0.284

11
Properties=species:S:1:pos:R:3:forces:R:3 method="wB97M-V/def2-TZVPD" relative_energy_ev=0.502 max_force_ev_per_a=4.50 e_tot_ev=-21702.4579 orbital_gap_ha=0.43862 lumo_energy_ha=0.010 molar_mass_g_mol=141.11 homo_ha=-0.4283 charge=0 multiplicity=1 smiles="O=[N+]([O-])O[Si](O)(O)O"
O 2.202 -1.664 1.501 -0.076 0.262 -0.006
N 1.466 -1.281 0.646 -0.024 0.349 0.183
O 1.094 -1.846 -0.340 -0.234 -1.417 -0.949
O 0.980 -0.020 0.746 0.674 -0.178 1.217
Si -0.361 0.477 -0.124 -1.417 -1.011 0.621
O -0.275 0.245 -1.706 0.405 3.312 0.989
O -1.764 -0.104 0.461 1.207 -1.104 -0.862
O -0.192 1.989 0.289 0.478 -0.752 2.799
H -0.353 -0.585 -2.054 -0.259 -3.298 -1.428
H -2.488 0.222 0.966 -0.256 0.576 0.495
H -0.307 2.567 -0.385 -0.498 3.259 -3.059